Version i
5 unconnected molecules or ions with the total composition C4H18O7. Source: OMol25; level of theory: ωB97M-V/def2-TZVPD.

## Properties
**HOMO (spin up / spin down)**: 0.3987 / -6.8320 eV
**Lowest unoccupied orbital energy (spin up / spin down)**: 0.107 / 0.108 hartree

Structure (ORCA input):
```
! wB97M-V def2-TZVPD RIJCOSX def2/J DEFGRID3
* xyz -1 2
O -15.668 7.119 20.471
H -15.513 8.028 20.726
H -15.303 7.051 19.589
O -15.019 7.522 17.846
H -14.674 8.193 17.257
H -15.948 7.461 17.623
O -14.697 9.642 15.611
H -15.506 10.153 15.574
H -14.243 9.853 14.795
C -11.673 9.131 16.860
C -12.051 9.729 18.181
O -11.307 10.859 18.470
O -10.485 8.498 16.753
H -11.817 9.914 16.116
H -12.382 8.356 16.570
H -12.188 9.055 19.026
H -13.086 10.061 18.093
H -11.382 11.552 17.810
H -10.092 8.929 15.990
C -19.578 5.641 16.946
C -18.145 5.765 17.735
O -17.562 7.094 17.448
O -20.452 6.739 17.100
H -20.152 4.781 17.292
H -19.476 5.598 15.861
H -17.442 5.013 17.375
H -18.333 5.739 18.808
H -18.074 7.683 18.007
H -20.171 7.441 16.508
*
```

***

Version ii
7 unconnected molecules or ions with the total composition C4H18O7. Source: OMol25; level of theory: ωB97M-V/def2-TZVPD.

## Properties
**HOMO (spin up / spin down)**: -0.0633 / -3.2335 eV
**Lowest unoccupied orbital energy (spin up / spin down)**: 0.098 / 0.096 hartree

Structure (ORCA input):
```
! wB97M-V def2-TZVPD RIJCOSX def2/J DEFGRID3
* xyz -1 2
C 0.577 -1.501 1.585
C 1.580 -0.705 1.165
C 1.272 0.433 0.313
C 2.224 1.085 -0.433
O 1.661 1.909 -1.454
H 0.864 -2.468 2.084
H -0.446 -1.192 1.476
H 2.647 -0.885 1.384
H 0.241 0.707 0.107
H 3.306 1.151 -0.729
H 0.815 2.247 -1.186
H -1.465 -1.541 0.077
H -1.988 -0.924 -1.232
O -1.483 -1.634 -0.874
H 0.685 1.554 2.678
H 1.846 2.288 1.853
O 1.389 2.191 2.691
H -0.502 0.059 -3.363
H -1.913 -0.556 -3.232
O -1.422 0.246 -3.353
H -2.814 -1.064 2.203
H -2.656 0.476 1.945
O -2.962 -0.209 2.609
H 0.554 -2.439 -0.172
H 1.765 -3.141 -0.074
O 1.021 -3.132 -0.714
H -1.820 2.962 -1.239
H -1.620 1.832 -2.474
O -1.359 2.248 -1.639
*
```

***

What is the stability order? It is version i, version ii, from most stable to least stable.

***

Version i
6 unconnected molecules or ions with the total composition C3H18O5. Source: OMol25; level of theory: ωB97M-V/def2-TZVPD.

## Properties
**HOMO (spin up / spin down)**: 0.9139 / -7.4217 eV
**Lowest unoccupied orbital energy (spin up / spin down)**: 0.122 / 0.121 hartree

Structure (ORCA input):
```
! wB97M-V def2-TZVPD RIJCOSX def2/J DEFGRID3
* xyz -1 2
C -0.463 -2.780 -2.064
C -0.378 -1.587 -1.099
C -1.013 -2.022 0.266
H -1.431 -3.194 -2.119
H 0.117 -3.759 -1.971
H -0.260 -2.411 -2.997
H -0.830 -0.670 -1.513
H 0.712 -1.357 -0.997
H -1.504 -2.996 0.165
H -0.173 -2.073 0.950
H -1.788 -1.294 0.542
H 0.874 -0.207 3.708
H 1.148 0.290 2.382
O 0.482 0.380 3.075
H 1.663 2.297 -2.709
H 0.383 2.076 -1.686
O 1.321 2.338 -1.829
H -2.077 2.051 -1.451
H -1.686 0.740 -0.835
O -1.280 1.436 -1.517
H 3.349 0.477 1.391
H 2.612 -0.230 0.203
O 2.778 -0.157 1.149
H -1.020 1.306 2.066
H -1.611 2.583 1.881
O -1.721 1.591 1.667
*
```

***

Version ii
6 unconnected molecules or ions with the total composition C3H18O5. Source: OMol25; level of theory: ωB97M-V/def2-TZVPD.

## Properties
**HOMO (spin up / spin down)**: 0.5827 / -7.4735 eV
**Lowest unoccupied orbital energy (spin up / spin down)**: 0.116 / 0.113 hartree

Structure (ORCA input):
```
! wB97M-V def2-TZVPD RIJCOSX def2/J DEFGRID3
* xyz -1 2
C 1.015 -1.469 -0.174
C 1.327 0.059 -0.341
C 0.224 0.794 -1.049
H 0.055 -1.550 0.428
H 1.560 -2.015 0.577
H 0.926 -1.822 -1.192
H 2.266 0.080 -0.914
H 1.570 0.501 0.660
H -0.381 1.358 -0.369
H 0.772 1.505 -1.706
H -0.287 0.140 -1.775
H -3.294 -2.408 -0.698
H -2.673 -1.120 -1.198
O -3.026 -1.536 -0.390
H 2.154 2.059 2.065
H 3.434 2.542 2.652
O 2.987 2.480 1.809
H -0.434 1.483 2.672
H -0.855 3.028 2.427
O -0.138 2.400 2.583
H -0.861 -1.472 -3.725
H 0.242 -2.331 -3.544
O -0.733 -2.427 -3.532
H -2.662 -0.111 1.893
H -1.485 -0.196 0.961
O -1.703 0.030 1.881
*
```

***

What is the stability order? It is version ii, version i, from most stable to least stable.

***

Version i
A gas-phase ion, C7H12N (charge +1). Source: OMol25; level of theory: ωB97M-V/def2-TZVPD.

## Properties
**HOMO**: -14.3380 eV
**Lowest unoccupied orbital energy**: -0.110 hartree

Structure (ORCA input):
```
! wB97M-V def2-TZVPD RIJCOSX def2/J DEFGRID3
* xyz 1 1
C 1.023 -1.826 1.262
C 1.496 -1.968 -0.128
C -1.576 0.436 0.749
C 0.815 0.710 0.187
C -0.898 -0.615 -0.097
C 0.600 -0.783 0.302
C -0.947 1.800 -1.239
N -0.599 1.000 -0.149
H 0.221 -2.643 1.522
H 1.898 -1.548 1.973
H 2.527 -1.736 -0.571
H 1.011 -2.844 -0.565
H -2.615 0.724 0.599
H -1.433 0.398 1.768
H 1.487 1.201 0.923
H 1.355 0.915 -0.758
H -1.363 -0.946 -1.002
H -0.297 1.493 -2.082
H -1.954 1.595 -1.406
H -0.663 2.854 -0.986
*
```

***

Version ii
A gas-phase ion, C7H12N (charge +1). Source: OMol25; level of theory: ωB97M-V/def2-TZVPD.

## Properties
**HOMO**: -13.6764 eV
**Lowest unoccupied orbital energy**: -0.122 hartree

Structure (ORCA input):
```
! wB97M-V def2-TZVPD RIJCOSX def2/J DEFGRID3
* xyz 1 1
C -0.581 1.137 0.702
C -0.449 0.329 -0.265
C -0.505 1.108 2.011
C 0.144 -1.006 -0.458
C 0.605 1.666 2.817
C -0.504 -2.318 -0.211
C 0.399 0.519 -2.725
N -0.343 -0.118 -1.664
H -1.399 1.049 2.663
H 1.154 -0.983 -0.127
H 1.320 0.924 2.831
H 0.420 1.929 3.853
H 1.094 2.397 2.191
H -1.520 -2.442 -0.386
H -0.432 -2.657 0.825
H -0.020 -3.044 -0.890
H -0.211 0.548 -3.665
H 0.781 1.468 -2.558
H 1.350 -0.094 -2.989
H -1.300 -0.411 -1.955
*
```

***

What is the stability order? It is version i, version ii, from most stable to least stable.

***

Version i
2 unconnected molecules or ions with the total composition H3N4P. Source: OMol25; level of theory: ωB97M-V/def2-TZVPD.

## Properties
**HOMO**: -8.0256 eV
**Lowest unoccupied orbital energy**: 0.004 hartree

Structure (ORCA input):
```
! wB97M-V def2-TZVPD RIJCOSX def2/J DEFGRID3
* xyz 0 1
N -1.909 -1.020 0.562
N -1.457 -0.728 -0.530
N 1.388 1.665 -0.581
N 1.677 0.857 0.227
P -0.564 -0.152 -1.572
H -2.689 -1.569 0.538
H 2.647 0.494 0.470
H 0.908 0.452 0.886
*
```

***

Version ii
H3N4P in the gas phase. Source: OMol25; level of theory: ωB97M-V/def2-TZVPD.

## Properties
**HOMO (spin up / spin down)**: -8.1710 / -8.2513 eV
**Lowest unoccupied orbital energy (spin up / spin down)**: -0.022 / -0.037 hartree

Structure (ORCA input):
```
! wB97M-V def2-TZVPD RIJCOSX def2/J DEFGRID3
* xyz 0 1
N 0.438 1.591 2.407
N 0.961 0.997 1.485
N -0.528 -0.522 -0.490
N -0.498 -1.120 -1.641
P 0.993 0.421 -0.025
H -0.623 1.502 2.339
H -0.006 -0.717 -2.429
H -0.737 -2.152 -1.647
*
```

***

What is the stability order? It is version ii, version i, from most stable to least stable.

***

Version i
A gas-phase ion, C4H7N (charge -1). Source: OMol25; level of theory: ωB97M-V/def2-TZVPD.

## Properties
**HOMO (spin up / spin down)**: -0.2224 / -2.2735 eV
**Lowest unoccupied orbital energy (spin up / spin down)**: 0.163 / 0.162 hartree

Structure (ORCA input):
```
! wB97M-V def2-TZVPD RIJCOSX def2/J DEFGRID3
* xyz -1 2
C 1.027 -1.787 1.281
C 0.374 -1.128 0.115
C 0.118 0.193 -0.015
N -0.460 0.891 -1.036
C -1.176 1.994 -0.729
H 2.036 -2.113 0.989
H 1.317 -0.981 1.973
H 0.512 -2.592 1.807
H -0.006 -1.715 -0.723
H 0.255 0.864 0.863
H -1.840 1.928 0.138
H -1.185 2.783 -1.475
*
```

***

Version ii
A gas-phase ion, C4H7N (charge -1). Source: OMol25; level of theory: ωB97M-V/def2-TZVPD.

## Properties
**HOMO (spin up / spin down)**: 0.7441 / -2.4656 eV
**Lowest unoccupied orbital energy (spin up / spin down)**: 0.177 / 0.170 hartree

Structure (ORCA input):
```
! wB97M-V def2-TZVPD RIJCOSX def2/J DEFGRID3
* xyz -1 2
N 1.608 -0.416 0.762
C 0.290 -0.096 0.411
C -0.520 0.474 1.344
C -1.037 0.296 -1.642
C -0.068 -0.428 -0.948
H 2.216 -0.851 0.082
H 2.099 0.012 1.523
H -1.514 0.767 1.053
H -0.172 0.616 2.362
H -1.511 -0.048 -2.548
H -1.587 1.133 -1.216
H 0.197 -1.459 -1.182
*
```

***

What is the stability order? It is version i, version ii, from most stable to least stable.